P:
This record from the Open Molecules 2025 dataset describes 2 unconnected molecules or ions with the total composition C4H8N3O4. The level of theory is ωB97M-V with the def2-TZVPD basis set.

The spin multiplicity is 1. As for the orbital gap: 8.05 eV. As for the net charge: -1. The LUMO energy comes out at 3.7430 eV.

CARTESIAN COORDINATES (ANGSTROEM)
C -2.486 -0.298 -1.009
C 0.678 1.081 0.672
C -0.702 1.026 0.024
C -0.969 -0.182 -0.816
N -1.740 1.006 1.090
N -0.176 -0.566 -1.870
N -0.797 -1.716 0.492
O -3.114 0.337 -0.121
O 1.042 -1.160 -1.470
O -2.923 -0.989 -1.925
O -2.086 2.126 1.489
H 0.831 0.197 1.283
H 1.440 1.123 -0.103
H 0.747 1.969 1.298
H -0.840 1.915 -0.616
H -0.704 -1.230 -2.450
H -1.165 -1.218 1.297
H -1.556 -2.296 0.143
H 0.805 -1.606 -0.621

---

Q:
This record from the Open Molecules 2025 dataset describes 2 unconnected molecules or ions with the total composition C4H8N3O4. The level of theory is ωB97M-V with the def2-TZVPD basis set.

The spin multiplicity is 1. As for the orbital gap: 8.10 eV. As for the net charge: -1. The LUMO energy comes out at 3.7054 eV.

CARTESIAN COORDINATES (ANGSTROEM)
C -0.019 2.330 0.488
C 1.046 -1.028 -1.034
C 1.267 0.408 -0.617
C 0.123 1.411 -0.678
N 1.664 0.393 0.835
N -0.634 1.622 -1.717
N -1.184 -0.241 2.068
O 0.941 2.178 1.332
O -0.804 0.937 -2.757
O -0.977 3.101 0.499
O 2.888 0.305 1.035
H 0.160 -1.314 -0.689
H 1.011 -0.952 -2.073
H 1.939 -1.458 -0.693
H 2.191 0.881 -1.000
H -1.287 2.413 -1.744
H -1.825 0.251 1.432
H -0.704 -0.941 1.512
H -0.443 0.448 2.151

---

It is Q that is the most stable of them.